No. 1
49
Properties=species:S:1:pos:R:3:forces:R:3 method="wB97M-V/def2-TZVPD" relative_energy_kcal_mol=33.8 charge=+1 homo_lumo_gap_ev=6.05 fmax_ev_per_a=1.6 energy_ha=-11664.37209 homo_ev=-9.67
Be -1.016 0.874 0.199 0.2 -0.1 -0.5
N -2.278 -0.064 -0.887 0.1 0.2 0.3
C -1.495 -0.857 -1.775 0.3 -0.4 -0.5
C -0.977 -0.279 -2.927 -0.2 -0.1 0.1
C -0.035 -0.959 -3.678 -0.2 0.1 -0.1
C 0.358 -2.214 -3.265 0.4 -0.3 -0.3
C -0.173 -2.816 -2.143 -0.1 -0.1 0.2
C -1.115 -2.137 -1.396 0.0 0.1 -0.1
S 1.631 -3.086 -4.126 -0.4 -0.1 0.0
O 1.408 -4.483 -4.037 0.0 -0.2 0.3
O 2.913 -2.754 -3.202 -0.5 -0.8 -0.2
O 1.889 -2.464 -5.387 -0.2 0.0 -0.2
H -2.903 -0.632 -0.322 0.0 0.1 -0.1
H -2.821 0.636 -1.384 0.0 -0.1 0.1
H -1.259 0.730 -3.185 0.0 0.1 -0.1
H 0.409 -0.526 -4.561 0.0 0.1 -0.1
H 0.177 -3.796 -1.866 -0.1 -0.2 0.1
H -1.513 -2.570 -0.492 -0.1 -0.1 0.1
Se 4.606 2.060 -1.642 -0.1 -0.7 -0.3
Sb 3.934 -0.213 -1.484 -0.6 1.1 1.0
Se 3.679 -1.248 -3.808 0.9 1.2 0.7
Se 4.215 -1.315 0.647 0.1 -0.3 -0.6
Se 0.964 0.567 -0.508 1.2 0.2 -0.1
N -1.928 -1.509 4.625 -0.3 0.4 0.5
C -1.040 -1.802 3.483 0.6 0.3 -0.8
P -0.480 -0.064 2.957 0.5 -0.7 -0.5
O -0.861 0.737 4.154 0.0 0.1 0.7
O -1.177 0.307 1.676 -0.2 -0.3 0.2
C 1.374 -0.308 2.878 -0.8 -0.2 0.1
N 2.148 0.829 2.374 0.7 0.2 0.5
H -1.664 -0.453 4.791 -0.2 -0.2 0.3
H -1.765 -2.091 5.452 -0.1 0.2 -0.2
H -2.921 -1.541 4.386 0.2 -0.1 0.0
H -1.554 -2.342 2.689 0.0 0.1 0.1
H -0.186 -2.395 3.811 -0.1 0.0 0.0
H 1.604 -1.167 2.240 0.0 0.1 -0.1
H 1.679 -0.528 3.905 -0.1 0.0 -0.1
H 3.152 0.572 2.323 -0.3 0.1 0.0
H 2.010 1.693 2.903 0.1 -0.2 0.0
H 1.861 0.974 1.354 -0.4 0.0 -0.9
C -2.142 4.645 -0.486 -0.2 -0.1 0.0
C -1.188 3.491 -0.370 0.1 0.5 -0.1
N 0.065 3.723 -0.685 0.3 0.3 -0.1
O -1.592 2.369 0.011 -0.6 0.1 0.2
H -2.181 4.992 -1.519 0.0 0.0 0.0
H -1.797 5.478 0.125 0.0 0.0 0.0
H -3.137 4.348 -0.170 0.0 0.0 0.0
H 0.386 4.631 -0.984 -0.3 0.0 0.0
H 0.734 2.957 -0.695 0.2 -0.5 0.0

No. 2
9
Properties=species:S:1:pos:R:3:forces:R:3 method="wB97M-V/def2-TZVPD" relative_energy_kcal_mol=42.6 homo_lumo_gap_ev="7.59 / 7.62" fmax_ev_per_a=3.3 energy_ha=-5363.89209 homo_ev="-9.81 / -9.83"
C 0.435 -0.704 -0.562 1.6 -0.2 2.6
C -0.054 0.229 0.478 -0.9 1.6 0.7
C -0.818 1.370 0.285 0.3 -0.8 0.0
F -1.398 1.608 -0.931 0.6 -0.4 1.0
Br 0.682 0.070 2.273 -0.2 0.0 -1.1
Br 0.874 -3.305 -0.377 -0.5 2.5 0.2
H -0.137 -0.980 -1.344 -2.2 -0.5 -2.4
H 1.456 -0.539 -0.821 0.7 -0.3 0.1
H -1.040 2.251 1.000 0.6 -2.0 -1.1

No. 3
30
Properties=species:S:1:pos:R:3:forces:R:3 method="wB97M-V/def2-TZVPD" relative_energy_kcal_mol=161.7 homo_lumo_gap_ev=9.15 fmax_ev_per_a=4.9 smiles=O.O.O.O.O.O.O.O.O.O energy_ha=-764.22417 homo_ev=-9.19
O 1.296 -0.696 -1.263 0.2 3.7 3.2
H 1.178 -0.689 -0.306 -0.1 0.6 0.0
H 0.399 -0.634 -1.610 0.4 0.2 0.1
O -1.962 2.144 -0.521 0.9 0.5 0.6
H -1.317 2.139 0.196 0.1 0.1 -0.1
H -2.759 2.506 -0.117 0.1 -0.3 -0.2
O -1.664 0.203 2.854 0.4 0.1 0.2
H -1.658 -0.577 3.421 -0.2 0.0 -0.1
H -1.094 0.831 3.313 -0.1 0.0 0.0
O 1.465 -2.213 2.706 0.0 0.3 -0.2
H 1.020 -1.405 2.987 -0.1 -0.1 0.0
H 2.269 -1.900 2.276 0.1 -0.2 0.1
O 0.756 -1.780 -2.849 -1.1 -2.7 -4.0
H 1.572 -1.613 -3.334 -0.1 0.1 0.2
H 0.567 -2.710 -3.020 0.0 0.0 -0.1
O -2.896 -1.722 0.690 -0.1 -0.2 -0.2
H -3.373 -2.553 0.578 0.0 0.0 0.0
H -2.671 -1.458 -0.209 0.1 0.1 0.2
O 2.557 3.425 0.871 0.5 1.4 2.2
H 2.825 2.977 1.681 0.1 0.1 0.2
H 2.575 4.361 1.103 0.0 0.1 0.2
O 2.211 2.289 -0.888 -0.2 -1.6 -2.4
H 2.389 1.460 -0.430 -0.2 0.0 -0.3
H 3.031 2.478 -1.358 -0.1 0.0 0.1
O -3.863 1.052 -1.395 -1.1 -0.4 -0.5
H -4.729 1.343 -1.702 0.0 -0.1 -0.1
H -3.792 0.146 -1.715 0.0 0.1 0.0
O 2.042 -2.738 -0.393 1.0 -1.3 1.0
H 1.469 -2.462 0.332 0.0 -0.4 0.0
H 2.566 -1.953 -0.589 -0.2 -0.4 -0.3

No. 4
10
Properties=species:S:1:pos:R:3:forces:R:3 method="wB97M-V/def2-TZVPD" relative_energy_kcal_mol=96.0 homo_lumo_gap_ev=7.94 fmax_ev_per_a=0.4 energy_ha=-155.80975 homo_ev=-7.57
C -1.842 -0.073 -0.130 0.0 0.0 0.0
C -0.457 -0.524 -0.390 0.3 0.2 0.2
C 0.684 -0.170 0.116 -0.3 0.0 -0.2
C 1.925 0.447 0.133 0.1 0.1 0.0
H -2.478 -0.203 -1.011 0.1 0.0 0.1
H -1.929 0.960 0.238 0.1 -0.1 0.0
H -2.259 -0.729 0.646 0.1 0.1 -0.1
H 2.668 0.186 0.880 -0.2 0.0 -0.1
H 2.223 1.151 -0.642 -0.1 -0.1 0.1
H 1.466 -1.045 0.159 0.0 -0.1 0.0

No. 5
88
Properties=species:S:1:pos:R:3:forces:R:3 method="wB97M-V/def2-TZVPD" relative_energy_kcal_mol=0.0 homo_lumo_gap_ev=9.45 fmax_ev_per_a=1.0 smiles="CN(C)C=O.CN(C)C=O.CN(C)C=O.CN(C)C=O.CN(C)C=O.CN(C)C=O.BrCCBr.BrCCBr" energy_ha=-11944.32483 homo_ev=-9.13
C -2.232 -3.819 1.880 0.6 0.2 0.4
N -2.909 -4.869 1.183 -0.6 0.2 -0.4
C -2.894 -6.170 1.795 0.4 -0.4 -0.2
C -3.526 -4.672 -0.010 0.1 0.3 0.5
O -4.045 -5.533 -0.681 -0.1 -0.1 -0.2
H -2.407 -2.822 1.474 -0.2 -0.2 -0.3
H -1.151 -3.998 1.865 -0.1 0.1 0.1
H -2.548 -3.787 2.925 0.0 0.0 0.0
H -3.628 -6.798 1.298 -0.1 0.0 0.1
H -1.913 -6.648 1.677 -0.1 0.0 0.0
H -3.092 -6.086 2.863 -0.2 0.0 0.0
H -3.525 -3.599 -0.284 0.0 -0.1 -0.1
C -1.004 1.588 -5.079 0.1 0.1 0.0
N -1.960 2.266 -4.227 0.3 -0.2 -0.1
C -3.220 2.671 -4.809 -0.1 0.0 0.1
C -1.638 2.614 -2.959 -0.3 -0.2 -0.3
O -2.398 3.200 -2.209 0.0 0.1 0.2
H -0.620 2.255 -5.857 -0.1 -0.1 -0.1
H -1.456 0.711 -5.546 -0.1 0.0 0.0
H -0.155 1.249 -4.489 0.0 0.1 0.1
H -3.966 2.717 -4.019 0.0 0.1 -0.1
H -3.141 3.643 -5.301 0.0 0.0 0.1
H -3.531 1.940 -5.555 0.0 -0.1 0.0
H -0.629 2.291 -2.678 0.1 0.1 0.1
C -2.913 3.989 3.081 -0.3 -0.2 0.1
N -1.885 3.346 2.298 -0.2 0.0 0.0
C -1.795 3.715 0.901 0.3 -0.2 -0.3
C -1.130 2.362 2.807 0.3 -0.2 0.1
O -0.242 1.763 2.217 -0.1 -0.1 0.0
H -2.736 5.064 3.119 -0.1 0.1 0.0
H -2.939 3.588 4.094 0.2 0.1 0.0
H -3.900 3.784 2.655 0.0 0.2 -0.1
H -2.731 3.538 0.375 -0.1 0.1 0.1
H -1.506 4.758 0.773 0.0 0.0 0.1
H -1.051 3.084 0.421 0.1 0.1 0.0
H -1.380 2.117 3.854 0.0 0.1 0.0
C 2.625 0.549 -4.341 -0.4 0.9 -0.2
N 3.246 1.148 -3.183 0.2 -0.4 0.3
C 4.265 0.355 -2.515 -0.2 0.0 -0.1
C 2.675 2.208 -2.563 0.5 -0.3 0.0
O 1.745 2.859 -2.987 -0.2 0.0 0.0
H 3.369 0.158 -5.030 0.1 -0.2 0.1
H 2.093 1.355 -4.850 0.0 -0.1 -0.1
H 1.883 -0.197 -4.050 0.2 -0.3 -0.1
H 3.864 -0.608 -2.193 0.0 0.0 0.1
H 5.096 0.170 -3.198 0.0 0.0 0.0
H 4.639 0.896 -1.647 0.0 0.0 0.0
H 3.206 2.411 -1.614 -0.2 0.3 0.0
C -3.658 0.447 0.237 -0.1 -0.2 -0.5
N -5.069 0.432 0.552 0.0 0.0 0.2
C -5.978 0.070 -0.508 -0.2 -0.1 -0.2
C -5.511 0.591 1.821 0.3 -0.2 -0.1
O -6.658 0.483 2.190 -0.3 0.1 0.1
H -3.238 -0.566 0.152 -0.1 0.0 0.3
H -3.121 1.019 0.990 0.2 0.0 -0.1
H -3.534 0.872 -0.761 0.2 0.4 0.2
H -6.937 -0.223 -0.090 0.0 0.0 0.1
H -6.143 0.906 -1.193 0.1 0.0 0.0
H -5.567 -0.773 -1.069 0.0 0.0 0.0
H -4.680 0.808 2.518 0.0 0.1 0.0
C 7.268 -0.847 1.058 0.0 0.4 0.0
N 6.399 -1.780 0.401 -0.1 -0.3 -0.4
C 7.006 -2.993 -0.108 -0.1 -0.2 0.3
C 5.079 -1.549 0.254 -0.1 -0.1 0.2
O 4.274 -2.337 -0.210 0.0 0.1 -0.2
H 6.702 0.038 1.349 0.0 -0.1 0.1
H 8.064 -0.518 0.384 0.1 -0.1 0.1
H 7.706 -1.304 1.947 0.1 0.1 0.0
H 7.360 -3.622 0.715 0.1 0.1 0.0
H 6.271 -3.572 -0.659 -0.1 0.1 -0.1
H 7.853 -2.747 -0.750 0.0 0.0 0.0
H 4.779 -0.555 0.625 0.0 -0.1 0.0
Br 1.022 -2.352 2.437 0.2 -0.1 0.3
C 0.896 -2.101 0.534 -0.6 0.3 -0.7
C 0.451 -0.692 0.223 0.2 0.6 0.0
Br 0.065 -0.565 -1.689 0.1 0.0 -0.1
H 0.133 -2.778 0.152 0.1 -0.2 0.2
H 1.860 -2.325 0.086 0.1 0.0 0.1
H 1.204 0.060 0.449 0.1 -0.1 -0.1
H -0.463 -0.340 0.688 0.0 -0.4 0.3
Br 1.029 0.885 6.254 -0.2 0.0 0.2
C 2.280 1.566 4.953 0.4 0.6 -0.1
C 2.550 0.482 3.963 -0.3 -0.8 0.0
Br 3.736 1.049 2.543 0.0 0.3 0.0
H 3.168 1.886 5.491 0.0 -0.1 0.0
H 1.845 2.445 4.487 -0.2 -0.1 0.0
H 1.636 0.141 3.494 -0.1 0.2 -0.2
H 3.013 -0.393 4.410 0.1 0.1 0.1

No. 6
18
Properties=species:S:1:pos:R:3:forces:R:3 method="wB97M-V/def2-TZVPD" relative_energy_kcal_mol=0.0 charge=+1 homo_lumo_gap_ev="9.31 / 10.15" fmax_ev_per_a=3.8 energy_ha=-2213.59041 multiplicity=5 homo_ev="-14.78 / -14.77"
N -0.805 -0.125 -0.681 -2.6 -2.7 -0.4
S -1.198 1.433 0.053 0.9 -1.3 2.3
O -1.409 0.828 1.480 0.3 1.8 -0.3
O 0.120 2.178 0.191 -0.5 -0.2 0.0
S 0.595 -0.903 -0.465 1.7 -2.6 2.1
O 1.129 -0.338 0.801 0.7 1.5 -0.5
O 0.871 -2.332 -0.368 -2.1 1.6 -0.9
C 1.360 -0.598 -2.152 0.9 0.9 -0.5
F 0.842 -1.447 -3.017 -0.3 0.0 0.5
F 1.120 0.636 -2.552 -0.4 0.5 0.1
F 2.665 -0.752 -2.108 0.2 -0.4 0.5
Pm 0.740 1.489 2.436 0.7 0.0 -0.2
O 2.007 2.288 4.038 -1.8 -1.1 -2.0
H 1.779 2.451 4.952 0.3 0.2 0.4
C -2.257 -0.936 -0.593 2.0 -0.9 -1.6
H -2.548 -0.731 -1.634 -1.7 1.4 1.2
H -2.632 -1.132 0.421 -0.6 2.2 -0.3
H -2.377 -2.009 -0.802 2.3 -0.7 -0.3

No. 7
67
Properties=species:S:1:pos:R:3:forces:R:3 method="wB97M-V/def2-TZVPD" charge=-1 homo_lumo_gap_ev="6.00 / 6.42" fmax_ev_per_a=3.5 energy_ha=-7905.90752 multiplicity=2 homo_ev="-4.48 / -4.49"
Ru -0.484 1.038 0.120 -2.8 -0.8 1.8
S -2.373 1.629 -1.179 1.0 -0.5 0.0
C -3.297 1.947 0.219 -0.6 0.3 0.1
S -2.444 1.623 1.651 1.2 0.2 -0.6
C -4.598 2.417 0.170 -0.4 0.2 0.0
C -5.290 2.820 1.355 0.2 -0.2 -0.3
N -5.849 3.161 2.304 0.0 0.0 0.0
C -5.288 2.557 -1.076 0.1 0.0 0.3
N -5.862 2.659 -2.072 0.0 0.0 0.0
C -2.867 -4.912 -4.416 0.0 0.1 0.1
C -2.596 -4.061 -3.200 0.0 0.0 0.0
C -3.537 -3.159 -2.726 0.0 0.0 0.0
C -3.314 -2.378 -1.595 0.1 0.1 0.1
C -4.406 -1.423 -1.177 0.0 -0.2 -0.1
C -2.093 -2.508 -0.894 0.2 0.0 -0.2
Te -1.834 -1.341 0.883 0.3 0.4 -0.4
C -1.134 -3.424 -1.364 -0.1 0.0 0.0
C 0.201 -3.669 -0.702 -0.1 0.0 0.0
C -1.401 -4.173 -2.510 0.0 0.0 0.1
H -3.868 -4.727 -4.808 0.0 0.0 0.0
H -2.788 -5.973 -4.173 0.0 0.0 0.0
H -2.147 -4.701 -5.210 0.0 0.0 0.0
H -4.483 -3.057 -3.250 0.0 0.0 0.0
H -5.242 -1.467 -1.877 0.0 0.0 0.0
H -4.039 -0.401 -1.158 0.0 0.0 0.0
H -4.771 -1.657 -0.176 0.0 0.0 0.0
H 0.240 -3.228 0.292 0.0 0.0 0.0
H 1.008 -3.242 -1.303 0.0 0.0 0.0
H 0.387 -4.742 -0.615 0.0 0.0 0.0
H -0.645 -4.872 -2.863 0.0 0.0 0.0
Br 1.556 2.682 7.482 0.0 0.0 0.0
C 1.203 2.055 5.726 0.0 0.0 0.0
C 1.122 0.690 5.502 0.0 -0.1 -0.2
N 0.906 0.188 4.289 0.0 0.1 0.0
C 0.728 1.052 3.287 0.1 0.0 0.2
C 0.775 2.432 3.421 0.0 -0.1 0.0
C 1.042 2.943 4.683 0.0 0.0 0.0
C 0.601 3.407 2.262 0.3 0.1 -0.1
O 1.034 4.546 2.454 -0.1 0.0 0.0
O 0.064 2.979 1.198 0.4 -0.3 -0.4
H 1.243 -0.015 6.316 0.0 0.0 0.0
H 0.549 0.605 2.315 0.0 0.0 0.0
H 1.119 4.015 4.804 0.0 0.0 0.0
Br 1.038 2.875 -1.787 0.1 0.1 0.2
C 2.399 3.100 -0.456 0.0 0.0 -0.2
C 2.937 4.360 -0.270 -0.1 0.1 0.0
C 3.894 4.495 0.717 0.0 0.1 -0.1
C 4.288 3.378 1.435 0.0 -0.1 0.1
C 3.687 2.167 1.142 0.0 0.0 0.0
N 2.747 2.026 0.205 0.1 -0.1 0.0
H 2.580 5.204 -0.843 0.0 0.0 0.0
H 4.311 5.470 0.933 0.0 0.0 0.0
H 5.025 3.443 2.223 0.0 0.0 0.0
H 3.954 1.264 1.682 0.0 0.0 0.0
N 4.688 -1.851 -1.850 -0.1 0.1 0.0
C 3.421 -1.447 -1.512 0.1 0.0 0.0
C 2.551 -0.913 -2.466 0.0 -0.1 -0.1
C 1.313 -0.464 -2.065 -0.1 -0.1 0.0
N 0.880 -0.521 -0.803 0.2 1.0 -0.2
C 1.708 -1.048 0.105 0.1 0.0 0.1
C 2.966 -1.516 -0.192 0.0 0.0 0.0
H 4.901 -2.008 -2.818 0.0 0.0 0.0
H 5.208 -2.395 -1.185 0.0 0.0 0.0
H 2.844 -0.846 -3.506 0.0 0.0 0.0
H 0.624 -0.040 -2.785 0.0 0.0 0.0
H 1.320 -1.115 1.116 0.0 0.0 0.0
H 3.588 -1.933 0.590 0.0 0.0 0.0

No. 8
10
Properties=species:S:1:pos:R:3:forces:R:3 method="wB97M-V/def2-TZVPD" relative_energy_kcal_mol=152.8 homo_lumo_gap_ev=10.01 fmax_ev_per_a=6.9 energy_ha=-392.55010 homo_ev=-10.31
H 1.866 -2.319 -1.009 0.0 1.8 -0.2
N 1.869 -1.367 -0.548 0.1 -2.4 -0.2
C 0.737 -0.946 -0.288 -1.9 0.0 2.2
N -0.611 -0.965 -0.774 2.3 -1.7 -2.7
C -1.083 0.061 -0.266 -6.6 0.6 -1.9
N -0.565 0.574 0.829 0.4 0.3 2.2
O -0.554 1.940 0.390 3.6 4.0 4.2
O 0.546 -0.274 0.962 2.7 2.5 0.2
H -2.032 0.624 -0.553 1.2 -1.3 -0.1
H -0.173 2.671 1.258 -1.8 -3.8 -3.6

No. 9
24
Properties=species:S:1:pos:R:3:forces:R:3 method="wB97M-V/def2-TZVPD" relative_energy_kcal_mol=12.6 homo_lumo_gap_ev=9.25 fmax_ev_per_a=1.8 smiles=Cc1ccc(O)cc1.CC energy_ha=-426.55270 homo_ev=-8.39
C -2.999 1.170 -1.011 -0.1 0.3 -0.4
C -1.515 0.954 -0.989 -0.1 0.2 0.9
C -0.966 -0.300 -0.759 0.5 -1.1 -0.5
C 0.400 -0.515 -0.756 1.2 0.9 -0.2
C 1.259 0.570 -0.936 -0.5 -0.2 0.0
O 2.600 0.320 -0.896 0.2 0.6 -0.4
C 0.738 1.830 -1.177 0.0 0.0 -0.1
C -0.635 2.023 -1.091 0.3 0.1 -0.9
H -3.407 1.347 -2.006 0.3 0.3 -0.3
H -3.289 2.020 -0.395 -0.1 -0.1 0.1
H -3.529 0.289 -0.713 -0.3 -0.5 0.6
H -1.546 -1.211 -0.676 -0.5 0.3 0.0
H 0.963 -1.444 -0.740 -0.8 -0.4 0.4
H 3.045 1.153 -1.124 0.0 -0.4 0.2
H 1.382 2.616 -1.568 0.0 0.1 0.6
H -0.991 3.033 -1.255 -0.2 -0.1 0.0
C 0.948 -2.024 3.352 1.1 -0.8 -0.7
C -0.087 -2.989 2.800 -1.7 0.7 0.3
H 0.483 -1.080 3.623 0.0 -0.1 0.4
H 1.555 -2.468 4.144 -0.3 0.3 0.3
H 1.680 -1.786 2.573 -0.1 0.1 0.0
H 0.135 -3.926 2.302 0.9 0.1 0.0
H -0.829 -3.266 3.560 0.2 0.1 0.1
H -0.669 -2.386 2.106 -0.2 -0.2 -0.4

No. 10
66
Properties=species:S:1:pos:R:3:forces:R:3 method="wB97M-V/def2-TZVPD" charge=+1 homo_lumo_gap_ev="4.74 / 6.05" fmax_ev_per_a=0.4 energy_ha=-1958.65514 multiplicity=3 homo_ev="-9.92 / -11.23"
O -1.579 0.636 2.239 0.2 0.1 0.1
S -2.158 1.803 1.717 -0.4 0.0 0.1
O -2.171 3.098 2.267 0.2 -0.1 0.0
F -1.844 1.881 0.216 0.1 0.1 -0.2
P -4.299 1.343 1.474 0.0 -0.1 0.0
H -4.981 2.199 2.339 -0.1 0.0 0.0
H -4.549 0.006 1.795 0.0 0.0 0.0
H -4.703 1.594 0.161 0.0 0.0 0.0
C -1.093 -6.294 1.116 0.0 0.0 0.0
C -2.229 -5.285 0.910 0.0 0.0 0.1
C -2.057 -4.500 -0.398 0.0 0.0 -0.1
C -0.918 -3.484 -0.357 0.0 0.0 0.0
C -1.055 -2.543 0.838 0.1 0.0 0.0
C -1.176 -3.286 2.176 -0.1 -0.1 0.1
N -2.292 -4.277 2.025 -0.1 0.2 -0.3
O -3.455 -3.782 2.228 0.0 -0.1 0.0
C 0.151 -3.938 2.563 0.0 -0.1 0.0
C -1.564 -2.328 3.295 0.1 0.1 0.0
C -3.549 -6.048 0.896 0.0 0.0 0.0
H -0.953 -6.517 2.173 0.0 0.0 0.0
H -1.357 -7.223 0.612 0.0 0.0 0.0
H -0.142 -5.965 0.702 0.0 0.0 0.0
H -2.997 -3.978 -0.607 0.0 0.0 0.0
H -1.902 -5.217 -1.207 0.0 0.0 0.0
H 0.050 -3.989 -0.329 0.0 0.0 0.0
H -0.926 -2.901 -1.280 0.0 0.0 0.0
H -0.198 -1.866 0.898 0.0 0.0 0.0
H -1.953 -1.925 0.708 0.0 0.0 0.0
H 0.021 -4.590 3.426 0.0 0.0 0.0
H 0.852 -3.149 2.839 0.0 0.0 0.0
H 0.607 -4.513 1.764 0.0 0.1 0.0
H -2.487 -1.803 3.062 0.0 0.0 0.0
H -0.763 -1.601 3.432 0.0 0.0 0.0
H -1.713 -2.863 4.233 0.0 0.0 0.0
H -3.712 -6.554 1.848 0.0 0.0 0.0
H -3.502 -6.800 0.107 0.0 0.0 0.0
H -4.394 -5.392 0.710 0.0 0.0 0.0
C 1.949 3.899 -3.818 0.0 0.0 0.0
C 2.503 4.751 -2.669 -0.1 0.0 0.1
C 3.984 4.445 -2.412 0.0 0.0 0.0
C 4.222 3.079 -1.776 0.0 0.0 0.0
C 3.408 2.916 -0.496 0.0 0.0 0.0
C 1.910 3.175 -0.701 -0.1 0.1 0.0
N 1.758 4.502 -1.384 0.3 0.0 0.1
O 1.719 5.498 -0.582 -0.2 0.0 -0.1
C 1.255 2.046 -1.500 0.0 0.0 0.0
C 1.205 3.274 0.647 0.0 -0.1 0.1
C 2.321 6.221 -3.031 0.0 0.0 0.0
H 0.870 3.771 -3.729 0.0 0.0 0.0
H 2.146 4.413 -4.758 0.0 0.0 0.0
H 2.411 2.916 -3.889 0.0 0.0 0.0
H 4.386 5.222 -1.756 0.0 0.0 0.0
H 4.516 4.522 -3.364 0.0 0.0 0.0
H 3.993 2.277 -2.483 0.0 0.0 0.0
H 5.282 2.976 -1.538 0.0 0.0 0.0
H 3.532 1.911 -0.082 0.0 0.0 0.0
H 3.775 3.622 0.254 0.0 0.0 0.0
H 0.233 2.315 -1.776 0.0 0.0 0.0
H 1.225 1.154 -0.871 0.0 0.0 0.0
H 1.791 1.784 -2.406 0.0 0.0 0.0
H 1.680 3.997 1.303 0.0 0.0 0.0
H 1.236 2.293 1.131 0.0 0.0 0.0
H 0.166 3.585 0.511 0.0 0.0 0.0
H 1.265 6.462 -3.154 0.0 0.0 0.0
H 2.832 6.405 -3.977 0.0 0.0 0.0
H 2.735 6.877 -2.272 0.0 0.0 0.0